C5H3NO | ωB97M-V with the def2-TZVPD basis set

Geometry as XYZ:
```
10
Properties=species:S:1:pos:R:3:lowdin_charge:R:1
N -1.410 -0.002 -2.875 0.15
C -0.987 0.018 -1.796 -0.17
C -0.396 0.009 -0.497 -0.23
C -0.868 -0.616 0.617 -0.06
O 0.020 -0.506 1.620 0.02
C 1.081 0.203 1.149 -0.10
C 0.884 0.560 -0.140 -0.01
H -1.778 -1.158 0.830 0.14
H 1.894 0.349 1.846 0.13
H 1.536 1.138 -0.777 0.12
```

## Properties
HOMO: -9.674 eV
Gap between HOMO and LUMO: 10.5 eV
SMILES: N#Cc1ccoc1
Net charge: 0

C5H3NO2 | ωB97M-V with the def2-TZVPD basis set

Geometry as XYZ:
```
11
Properties=species:S:1:pos:R:3:lowdin_charge:R:1
C -0.464 1.170 -0.141 -0.42
C -0.814 -1.022 -0.108 -0.06
C 0.191 -0.171 -0.101 -0.16
C 1.624 -0.061 -0.068 -0.09
C 2.810 -0.104 -0.030 0.11
H -2.810 -0.604 0.506 0.19
H -0.752 -2.133 0.153 0.16
H 3.957 0.130 0.074 0.10
N -2.077 -0.407 -0.290 0.05
O 0.113 2.254 -0.134 0.11
O -1.779 0.947 0.139 0.01
```

## Properties
HOMO: -9.539 eV
Gap between HOMO and LUMO: 9.8 eV
SMILES: C#Cc1c[nH]oc1=O
Net charge: 0

C5H3NO2 | ωB97M-V with the def2-TZVPD basis set

Geometry as XYZ:
```
11
Properties=species:S:1:pos:R:3:lowdin_charge:R:1
C 0.103 -0.979 -0.803 -0.33
C 0.712 -1.078 0.534 -0.01
C 0.582 0.003 1.337 -0.11
C -0.660 1.442 -0.078 -0.02
C -0.568 0.414 -1.181 -0.25
H 1.106 -2.118 0.735 0.14
H 0.769 -0.184 2.441 0.12
H -1.121 2.398 -0.116 0.11
N -0.056 1.256 1.071 0.07
O 0.132 -1.813 -1.659 0.14
O -0.999 0.660 -2.282 0.14
```

## Properties
HOMO: -9.928 eV
Gap between HOMO and LUMO: 7.9 eV
SMILES: O=C1C=CN=CC1=O
Net charge: 0

C5H4 | ωB97M-V with the def2-TZVPD basis set

Geometry as XYZ:
```
9
Properties=species:S:1:pos:R:3:lowdin_charge:R:1
C -1.440 -0.370 -0.039 -0.07
C 0.078 -0.562 0.062 -0.12
C 0.972 0.380 0.044 -0.06
C 2.020 1.138 0.024 -0.23
C 3.156 1.724 -0.004 0.10
H -2.007 -0.788 0.801 0.07
H -1.872 -0.780 -0.961 0.07
H -1.672 0.704 -0.054 0.08
H 0.766 -1.446 0.127 0.15
```

## Properties
HOMO: -9.303 eV
Gap between HOMO and LUMO: 8.0 eV
Net charge: 0

C5H4 | ωB97M-V with the def2-TZVPD basis set

Geometry as XYZ:
```
9
Properties=species:S:1:pos:R:3:lowdin_charge:R:1
C 1.359 -0.472 -0.477 0.00
C 1.439 0.790 0.313 -0.03
C -0.763 -0.127 -0.278 -0.16
C 0.385 -1.120 0.121 0.01
C 0.050 1.007 0.255 -0.22
H -0.910 -0.006 -1.321 0.09
H -1.708 -0.184 0.255 0.10
H 0.420 -1.963 0.736 0.11
H -0.273 2.075 0.396 0.10
```

## Properties
HOMO (spin up / spin down): -8.037 / -8.037 eV
Gap between HOMO and LUMO (spin up / spin down): 7.4 / 7.4 eV
SMILES: C1=C=CCC=1
Net charge: 0

C5H40N2O14 | ωB97M-V with the def2-TZVPD basis set

Geometry as XYZ:
```
61
Properties=species:S:1:pos:R:3:lowdin_charge:R:1
C 0.082 -1.061 -0.943 -0.24
N 0.360 0.235 -0.314 -0.04
C 1.308 1.131 -1.035 -0.27
C 0.994 1.224 -2.528 -0.15
O 2.172 0.942 -3.350 -0.09
C 1.279 2.462 -0.311 -0.21
N 1.763 2.437 1.076 0.01
C -0.466 -2.047 0.097 -0.05
H 1.013 -1.487 -1.323 0.11
H -0.549 -0.948 -1.825 0.07
H -0.505 0.618 0.078 0.06
H 2.240 0.600 -0.837 0.14
H 0.661 2.195 -2.908 0.13
H 0.254 0.516 -2.877 0.05
H 2.890 1.411 -2.892 0.10
H 0.239 2.781 -0.266 0.11
H 1.897 3.252 -0.703 0.12
H 1.401 1.667 1.638 0.03
H 2.742 2.130 1.087 0.09
H 0.322 -2.203 0.820 0.07
H -0.759 -2.963 -0.412 0.08
H -1.322 -1.599 0.600 0.06
H -2.330 0.531 3.095 0.05
H -3.429 0.979 4.145 0.06
O -3.280 0.724 3.237 -0.04
H -2.300 -2.547 2.663 0.03
H -2.741 -3.549 1.609 0.05
O -2.988 -2.698 1.988 -0.06
H 1.371 -1.665 -3.765 -0.20
H 2.625 -0.820 -3.538 0.04
O 2.297 -1.749 -3.485 -0.10
H 0.579 3.510 2.605 -0.01
H 0.898 3.032 3.922 0.02
O 0.219 3.530 3.494 -0.05
H -1.850 0.833 -2.416 0.01
H -2.404 -0.477 -3.030 0.07
O -1.800 0.240 -3.186 -0.06
H -2.479 1.637 1.720 0.05
H -1.171 2.418 1.785 0.06
O -1.596 1.697 1.316 -0.05
H -3.882 0.086 1.229 -0.02
H -4.397 -1.282 1.461 0.00
O -4.390 -0.597 0.790 -0.06
H -3.599 1.531 -1.004 0.05
H -2.123 1.557 -0.411 0.01
O -2.691 1.727 -1.195 -0.04
H -0.552 -1.616 4.980 0.04
H 0.250 -1.367 3.723 0.02
O -0.597 -1.765 4.030 -0.08
H 1.510 -0.606 1.624 0.01
H 0.147 0.003 1.815 0.01
O 0.895 -0.339 2.316 -0.09
H 3.141 -1.957 -2.050 0.01
H 4.004 -3.132 -1.614 0.06
O 3.496 -2.408 -1.233 -0.09
H -0.442 -0.731 -3.574 0.05
H 0.203 -0.935 -4.833 0.12
O 0.298 -1.300 -3.949 0.03
H 3.808 -1.443 1.731 0.05
H 3.717 -1.442 0.165 -0.01
O 3.567 -0.897 0.967 -0.09
```

## Properties
HOMO: -8.766 eV
Gap between HOMO and LUMO: 8.9 eV
Net charge: 0